ORCA calculation (ωB97M-V/def2-TZVPD) on the molecule C5H9NO.

Output
frontier orbital gap	10.524	eV
highest occupied orbital energy	-0.347	Eh
LUMO	1.09	eV

CARTESIAN COORDINATES (ANGSTROEM)
C: 1.506 -0.529 -1.194
C: 0.094 -0.656 -0.640
C: -0.075 -1.291 0.774
C: -0.827 -0.025 1.271
C: -0.529 0.600 -0.070
N: -0.642 1.753 -0.581
O: -1.238 2.633 0.324
H: 1.919 -1.514 -1.442
H: 2.166 -0.056 -0.459
H: 1.514 0.087 -2.099
H: -0.564 -1.128 -1.381
H: -0.649 -2.220 0.804
H: 0.882 -1.452 1.280
H: -0.391 0.504 2.125
H: -1.895 -0.165 1.464
H: -1.270 3.458 -0.176

***

ORCA calculation (ωB97M-V/def2-TZVPD) on a 2-piece molecular cluster, C5H9NO overall.

Output
frontier orbital gap	8.427	eV
highest occupied orbital energy	-0.285	Eh
LUMO	0.68	eV

CARTESIAN COORDINATES (ANGSTROEM)
C: 0.909 1.571 -0.549
C: 0.296 0.328 -0.971
C: -1.079 0.196 -1.253
C: -1.257 -1.337 -1.577
C: -0.218 -1.869 -0.791
N: 0.731 -0.887 -0.425
H: 1.744 2.097 -1.211
H: 0.243 2.384 -0.364
H: 1.393 1.470 0.401
H: -1.951 0.799 -1.046
H: -2.259 -1.493 -1.988
H: -0.055 -2.569 -0.114
H: 1.725 -0.976 -0.221
O: 0.195 0.382 3.188
H: -0.334 -0.339 2.796
H: -0.085 0.243 4.123

***

ORCA calculation (ωB97M-V/def2-TZVPD) on C5H9NO as an isolated structure.

Output
frontier orbital gap	8.589	eV
highest occupied orbital energy	-0.290	Eh
LUMO	0.70	eV

CARTESIAN COORDINATES (ANGSTROEM)
C: -0.253 -0.087 -0.082
C: -0.051 -0.752 -1.428
C: -1.140 1.142 -0.069
C: -0.279 -0.911 1.045
C: 1.617 0.677 0.352
N: 0.241 -1.345 2.069
O: 2.296 0.375 1.318
H: -1.553 -1.245 0.489
H: 1.176 -0.912 2.214
H: 2.039 1.434 -0.367
H: -2.113 0.915 -0.512
H: -1.015 -0.995 -1.882
H: 0.478 -0.063 -2.090
H: 0.527 -1.673 -1.341
H: -1.304 1.511 0.945
H: -0.667 1.928 -0.661

***

ORCA calculation (ωB97M-V/def2-TZVPD) on the molecule C5H9NO.

Output
frontier orbital gap	11.525	eV
highest occupied orbital energy	-0.400	Eh
LUMO	0.64	eV

CARTESIAN COORDINATES (ANGSTROEM)
C: -1.354 -0.523 -0.860
C: -0.764 -0.167 0.507
O: -0.627 -1.360 1.277
C: 0.655 0.478 0.493
C: 1.621 -0.102 -0.546
C: 0.602 1.949 0.425
N: 0.603 3.106 0.445
H: -1.448 0.335 -1.536
H: -2.356 -0.946 -0.725
H: -0.754 -1.296 -1.351
H: -1.438 0.542 1.012
H: -1.443 -1.527 1.764
H: 1.090 0.267 1.481
H: 2.628 0.286 -0.370
H: 1.329 0.149 -1.569
H: 1.656 -1.191 -0.447

***

ORCA calculation (ωB97M-V/def2-TZVPD) on the molecule C5H9NO.

Output
frontier orbital gap (alpha / beta)	9.069 / 6.112	eV
highest occupied orbital energy (alpha / beta)	-0.297 / -0.227	Eh
LUMO (alpha / beta)	0.98 / -0.05	eV

CARTESIAN COORDINATES (ANGSTROEM)
C: 0.345 0.952 0.482
C: 1.714 0.783 -0.195
C: -0.844 0.342 -0.302
C: 2.595 -0.285 0.417
C: -0.612 -2.066 -0.006
N: -1.323 -0.924 0.199
O: 3.505 -0.847 -0.134
H: 0.386 0.502 1.477
H: 0.144 2.016 0.613
H: 1.600 0.618 -1.273
H: 2.298 1.700 -0.067
H: -1.689 1.035 -0.278
H: -0.558 0.193 -1.346
H: -0.851 -2.945 0.557
H: 0.119 -2.093 -0.786
H: -1.842 -0.883 1.065

***

ORCA calculation (ωB97M-V/def2-TZVPD) on the molecule C5H9NO.

Output
frontier orbital gap	9.931	eV
highest occupied orbital energy	-0.332	Eh
LUMO	0.90	eV

CARTESIAN COORDINATES (ANGSTROEM)
C: -1.399 1.136 1.137
C: -1.475 -0.301 0.681
O: -2.482 -0.973 0.744
C: -0.209 -0.874 0.101
C: 1.163 -0.638 0.674
N: 0.704 0.066 -0.477
C: 1.164 0.103 -1.848
H: -2.397 1.564 1.243
H: -0.889 1.168 2.106
H: -0.792 1.713 0.436
H: -0.328 -1.867 -0.333
H: 1.834 -1.499 0.631
H: 1.251 -0.053 1.590
H: 2.248 0.210 -1.880
H: 0.734 0.991 -2.326
H: 0.875 -0.746 -2.481

***

ORCA calculation (ωB97M-V/def2-TZVPD) on a 2-piece molecular cluster, C5H9NO overall.

Output
frontier orbital gap	9.447	eV
highest occupied orbital energy	-0.322	Eh
LUMO	0.68	eV

CARTESIAN COORDINATES (ANGSTROEM)
H: 1.380 -0.855 -2.343
N: 0.651 -0.604 -1.681
C: 0.303 0.609 -1.697
C: -0.728 1.130 -0.811
O: -1.004 2.478 -0.862
C: -1.389 0.347 0.016
C: -2.034 -0.432 0.814
H: 0.740 1.374 -2.364
H: -0.419 2.898 -1.505
H: -2.943 -0.930 0.513
H: -1.686 -0.636 1.815
C: 1.423 -1.077 1.620
H: 0.984 -1.145 0.638
H: 1.052 -1.875 2.246
H: 2.500 -1.159 1.538
H: 1.168 -0.122 2.061

***

ORCA calculation (ωB97M-V/def2-TZVPD) on C5H9NO as an isolated structure.

Output
frontier orbital gap (alpha / beta)	8.372 / 8.373	eV
highest occupied orbital energy (alpha / beta)	-0.298 / -0.298	Eh
LUMO (alpha / beta)	0.25 / 0.25	eV

CARTESIAN COORDINATES (ANGSTROEM)
C: -1.134 -0.186 1.203
C: -0.317 0.061 0.088
C: 0.204 -1.074 -0.659
C: -0.358 1.351 -0.713
O: 1.084 1.497 -0.753
C: 1.330 0.422 0.046
N: 2.343 0.084 0.698
H: -0.889 -1.030 1.844
H: -1.620 0.648 1.705
H: -1.868 -1.384 0.120
H: 0.689 -1.875 -0.111
H: -1.422 -1.786 -0.495
H: 0.453 -0.980 -1.713
H: -0.807 2.181 -0.163
H: -0.769 1.285 -1.724
H: 3.081 0.785 0.626

***

ORCA calculation (ωB97M-V/def2-TZVPD) on the molecule C5H9NO.

Output
frontier orbital gap	9.677	eV
highest occupied orbital energy	-0.346	Eh
LUMO	0.27	eV

CARTESIAN COORDINATES (ANGSTROEM)
N: 1.215 0.005 1.798
C: 0.017 -0.243 1.389
C: -0.782 0.939 0.870
C: -0.384 1.176 -0.621
C: 0.341 -0.065 -1.143
C: -0.037 -1.456 -0.853
O: -0.329 -1.484 1.058
H: 1.652 -0.915 1.940
H: -1.844 0.692 0.932
H: -0.565 1.847 1.443
H: 0.330 2.013 -0.728
H: -1.254 1.402 -1.244
H: 0.652 0.017 -2.198
H: 1.322 0.018 -0.551
H: 0.729 -2.189 -1.179
H: -1.064 -1.757 -0.914

***

ORCA calculation (ωB97M-V/def2-TZVPD) on the molecule C5H9NO.

Output
frontier orbital gap	10.839	eV
highest occupied orbital energy	-0.360	Eh
LUMO	1.05	eV

CARTESIAN COORDINATES (ANGSTROEM)
C: 1.255 -1.190 -0.801
C: -0.077 -0.574 -1.150
N: -1.259 -1.147 -0.507
C: -0.885 0.230 -0.199
C: -0.449 0.505 1.225
C: 0.320 1.803 1.332
O: -0.085 2.851 0.886
H: 1.275 -1.512 0.244
H: 1.440 -2.075 -1.419
H: 2.072 -0.479 -0.966
H: -0.180 -0.285 -2.197
H: -2.051 -1.182 -1.143
H: -1.480 1.034 -0.632
H: 0.142 -0.326 1.618
H: -1.340 0.591 1.859
H: 1.301 1.755 1.851

***

ORCA calculation (ωB97M-V/def2-TZVPD) on the molecule C5H9NO.

Output
frontier orbital gap	10.668	eV
highest occupied orbital energy	-0.360	Eh
LUMO	0.86	eV

CARTESIAN COORDINATES (ANGSTROEM)
H: 2.571 1.625 0.017
N: 2.352 0.671 0.314
C: 1.367 0.235 -0.352
O: 0.765 0.948 -1.344
C: 0.779 -1.135 -0.124
C: -0.612 -1.112 0.565
C: -1.550 -0.022 0.084
C: -1.340 1.264 0.371
H: -0.154 0.625 -1.405
H: 0.707 -1.629 -1.101
H: 1.482 -1.702 0.491
H: -0.452 -0.975 1.639
H: -1.074 -2.096 0.434
H: -2.408 -0.301 -0.528
H: -0.490 1.562 0.984
H: -1.939 2.070 -0.042

***

ORCA calculation (ωB97M-V/def2-TZVPD) on C5H9NO as an isolated structure.

Output
frontier orbital gap	10.907	eV
highest occupied orbital energy	-0.369	Eh
LUMO	0.88	eV

CARTESIAN COORDINATES (ANGSTROEM)
C: -1.166 -0.349 1.218
C: -0.172 0.011 0.104
C: -0.164 -1.130 -0.933
C: -0.278 1.427 -0.494
O: 1.175 1.499 -0.610
C: 1.308 0.383 0.190
N: 2.350 -0.206 0.566
H: -1.367 0.441 1.947
H: -2.123 -0.556 0.719
H: -0.904 -1.253 1.780
H: 0.113 -2.045 -0.395
H: -1.141 -1.247 -1.419
H: 0.622 -1.001 -1.687
H: -0.569 2.201 0.225
H: -0.851 1.527 -1.425
H: 3.167 0.297 0.215

***

What did we get for E? Answer: -325.8318 -325.7914 -325.7467 -325.8987 -325.7779 -325.8534 -325.8134 -325.6902 -325.8212 -325.8631 -325.8789 -325.8746 Ha, in the order shown.